Version i
Formula: C22H20FN2O4Pt
Source: OMol25
Level of theory: ωB97M-V with the def2-TZVPD basis set

- ⟨S²⟩: 2.01
- Highest occupied orbital energy (spin up / spin down): -11.39 / -11.39 eV
- Gap between HOMO and LUMO (spin up / spin down): 8.5901 / 6.9143 eV
- LUMO energy (spin up / spin down): -0.1028 / -0.1643 Eh

```
! RIJCOSX wB97M-V def2-TZVPD def2/J DEFGRID3
* xyz 1 3
Pt 0.082 -0.033 -0.103
C 0.477 -4.767 5.867
C -0.695 -3.795 5.851
C -2.026 -4.424 6.231
C -2.427 -5.483 5.215
C -2.400 -4.910 3.822
C -3.149 -5.467 2.813
C -3.137 -4.912 1.535
F -3.877 -5.498 0.587
C -2.413 -3.798 1.233
C -1.637 -3.210 2.242
C -0.854 -2.023 1.947
O -0.969 -1.540 0.770
C -0.055 -1.501 2.977
C -0.088 -2.121 4.211
N -0.820 -3.185 4.502
C -1.619 -3.773 3.526
C 0.863 -0.305 2.895
O 1.413 0.073 3.908
O 1.066 0.260 1.739
H 0.562 -5.227 6.851
H 1.410 -4.244 5.655
H 0.355 -5.555 5.124
H -0.485 -2.969 6.529
H -2.788 -3.642 6.266
H -1.946 -4.848 7.231
H -3.427 -5.859 5.433
H -1.753 -6.341 5.272
H -3.766 -6.336 3.005
H -2.431 -3.368 0.243
H 0.522 -1.704 5.003
N 0.808 1.481 -1.202
C 1.337 2.446 -1.522
C 2.009 3.635 -1.941
C 3.329 3.544 -2.387
C 3.978 4.694 -2.795
C 3.315 5.915 -2.756
C 2.005 5.999 -2.304
C 1.341 4.858 -1.892
H 3.828 2.586 -2.407
H 5.001 4.641 -3.138
H 3.825 6.810 -3.086
H 1.502 6.955 -2.268
H 0.321 4.907 -1.534
C 2.747 -1.767 -1.393
O 1.685 -1.608 -0.437
H 2.894 -2.825 -1.601
H 3.671 -1.323 -1.026
H 2.440 -1.262 -2.304
H 2.016 -1.748 0.460
*
```



Version ii
Formula: C22H20FN2O4Pt
Source: OMol25
Level of theory: ωB97M-V with the def2-TZVPD basis set

- ⟨S²⟩: 2.00
- Highest occupied orbital energy (spin up / spin down): -11.31 / -11.30 eV
- Gap between HOMO and LUMO (spin up / spin down): 8.5418 / 6.8074 eV
- LUMO energy (spin up / spin down): -0.1017 / -0.1650 Eh

```
! RIJCOSX wB97M-V def2-TZVPD def2/J DEFGRID3
* xyz 1 3
Pt 1.110 2.020 1.150
C 2.544 -5.358 -0.348
C 2.569 -4.326 -1.465
C 1.912 -4.793 -2.755
C 0.426 -5.037 -2.543
C -0.227 -3.833 -1.920
C -1.575 -3.603 -2.062
C -2.165 -2.479 -1.489
F -3.483 -2.307 -1.658
C -1.450 -1.557 -0.784
C -0.071 -1.762 -0.628
C 0.718 -0.779 0.104
O 0.085 0.221 0.577
C 2.098 -1.036 0.238
C 2.605 -2.192 -0.323
N 1.899 -3.080 -1.005
C 0.533 -2.898 -1.183
C 3.108 -0.235 1.021
O 4.201 -0.712 1.227
O 2.757 0.928 1.509
H 3.018 -6.281 -0.682
H 1.524 -5.588 -0.040
H 3.085 -4.996 0.526
H 3.597 -4.035 -1.677
H 2.412 -5.699 -3.094
H 2.059 -4.033 -3.526
H 0.271 -5.909 -1.902
H -0.065 -5.264 -3.490
H -2.196 -4.287 -2.627
H -1.921 -0.686 -0.355
H 3.659 -2.403 -0.187
N -0.342 3.487 0.882
C -1.129 4.301 0.712
C -2.108 5.317 0.489
C -2.143 5.967 -0.745
C -3.092 6.951 -0.954
C -3.989 7.276 0.055
C -3.948 6.624 1.281
C -3.006 5.638 1.508
H -1.436 5.703 -1.520
H -3.132 7.464 -1.905
H -4.729 8.047 -0.116
H -4.652 6.885 2.059
H -2.964 5.121 2.457
C 0.370 2.451 4.383
O 0.849 1.572 3.353
H 1.175 3.072 4.773
H -0.077 1.859 5.178
H -0.389 3.081 3.929
H 1.707 1.180 3.571
*
```



Which is most stable? The ranking, best first, is version ii, version i.



Version i
Formula: C6H11ClO
Source: OMol25
Level of theory: ωB97M-V with the def2-TZVPD basis set

- SMILES: C[C@@](O)(CCl)C1CC1
- Highest occupied orbital energy: -10.00 eV
- Gap between HOMO and LUMO: 10.7354 eV
- LUMO energy: 0.0270 Eh

```
! RIJCOSX wB97M-V def2-TZVPD def2/J DEFGRID3
* xyz 0 1
C -0.008 0.417 1.342
C -0.050 0.512 -0.135
O 0.255 1.923 -0.374
C 0.872 -0.749 -0.416
Cl 2.481 -0.452 0.010
C -1.496 0.111 -0.684
C -2.822 -0.007 0.167
C -2.038 -1.256 -0.143
H -0.459 -0.419 1.968
H -0.880 1.172 1.607
H 0.930 0.659 1.974
H 0.787 2.015 -1.364
H 0.331 -1.676 0.080
H 0.942 -1.091 -1.540
H -1.530 0.471 -1.712
H -3.679 0.340 -0.402
H -3.068 0.348 1.287
H -1.748 -1.837 0.808
H -2.591 -1.853 -0.665
*
```



Version ii
Formula: C6H11ClO
Source: OMol25
Level of theory: ωB97M-V with the def2-TZVPD basis set

- Highest occupied orbital energy: -9.39 eV
- Gap between HOMO and LUMO: 8.9355 eV
- LUMO energy: -0.0168 Eh

```
! RIJCOSX wB97M-V def2-TZVPD def2/J DEFGRID3
* xyz 0 1
C -1.063 -1.791 -0.765
C -0.842 -0.282 -0.263
C -1.579 0.175 1.075
C 0.694 0.006 -0.036
C 0.900 1.367 0.258
C 1.778 -0.868 -0.060
H 0.352 -2.283 -1.047
H -1.484 -2.451 0.415
H -1.918 -1.796 -1.936
H -1.149 0.527 -0.999
H -1.046 -0.653 1.635
H -2.769 0.288 1.064
H -1.049 1.130 1.527
H 1.934 1.642 0.143
H 0.273 1.940 1.210
H 1.420 3.008 -1.474
H 1.807 -1.963 -0.040
O 0.248 2.331 -0.819
Cl 3.493 -0.329 0.112
*
```



Which is most stable? The ranking, best first, is version i, version ii.



Version i
Formula: C4H8N
Source: OMol25
Level of theory: ωB97M-V with the def2-TZVPD basis set

- SMILES: C/C=C/C=[NH2+]
- Highest occupied orbital energy: -14.73 eV
- Gap between HOMO and LUMO: 9.2749 eV
- LUMO energy: -0.2005 Eh

```
! RIJCOSX wB97M-V def2-TZVPD def2/J DEFGRID3
* xyz 1 1
C -2.265 0.000 -0.054
C -0.843 0.309 0.243
C 0.180 -0.549 -0.168
C 1.578 -0.450 -0.130
N 2.322 0.549 0.086
H -2.221 -1.031 -0.257
H -2.919 0.320 0.776
H -2.457 0.837 -0.790
H -0.525 1.204 0.707
H -0.279 -1.491 -0.514
H 1.921 -1.459 -0.392
H 2.136 1.398 0.482
H 3.371 0.362 0.011
*
```



Version ii
Formula: C4H8N
Source: OMol25
Level of theory: ωB97M-V with the def2-TZVPD basis set

- SMILES: CC1=[N+](C)C1
- Highest occupied orbital energy (spin up / spin down): -14.61 / -14.61 eV
- Gap between HOMO and LUMO (spin up / spin down): 7.9603 / 7.9610 eV
- LUMO energy (spin up / spin down): -0.2445 / -0.2445 Eh

```
! RIJCOSX wB97M-V def2-TZVPD def2/J DEFGRID3
* xyz 1 1
C 1.884 -0.391 -0.225
C 0.783 0.425 -0.080
N -0.945 0.470 -0.546
C -1.732 -0.563 0.015
C -0.046 1.549 0.064
H 2.649 -0.087 0.398
H 2.319 0.043 -1.259
H 1.649 -1.449 -0.633
H -2.517 -0.887 -0.717
H -2.240 -0.032 0.755
H -1.188 -1.377 0.314
H -0.324 1.907 1.007
H -0.007 2.318 -0.610
*
```



Which is most stable? The ranking, best first, is version i, version ii.



Version i
Formula: C4H8N
Source: OMol25
Level of theory: ωB97M-V with the def2-TZVPD basis set

- SMILES: C1=C[NH2+]CC1
- Highest occupied orbital energy: -14.99 eV
- Gap between HOMO and LUMO: 11.4340 eV
- LUMO energy: -0.1309 Eh

```
! RIJCOSX wB97M-V def2-TZVPD def2/J DEFGRID3
* xyz 1 1
C 0.451 -0.867 -0.851
C -0.924 -0.701 -1.035
N -1.154 0.300 0.083
C 0.177 0.619 0.852
C 1.292 -0.201 0.335
H 1.061 -1.366 -1.521
H -1.785 -0.884 -1.605
H -1.829 0.259 0.780
H -1.556 1.125 -0.493
H 0.034 0.748 1.982
H 0.485 1.665 0.515
H 2.114 0.359 0.041
H 1.634 -1.056 0.917
*
```



Version ii
Formula: C4H8N
Source: OMol25
Level of theory: ωB97M-V with the def2-TZVPD basis set

- Highest occupied orbital energy: -15.21 eV
- Gap between HOMO and LUMO: 10.0098 eV
- LUMO energy: -0.1911 Eh

```
! RIJCOSX wB97M-V def2-TZVPD def2/J DEFGRID3
* xyz 1 1
C 0.932 -0.732 -0.009
C -1.714 -0.609 0.009
C -1.611 0.888 -0.016
C 1.971 0.311 -0.011
N -0.303 -0.577 -0.027
H 1.270 -1.773 0.023
H -2.090 -1.045 0.934
H -2.152 -1.097 -0.861
H -1.523 1.426 -0.943
H -1.490 1.426 0.906
H 1.834 1.014 -0.833
H 1.915 0.894 0.909
H 2.961 -0.127 -0.081
*
```



Which is most stable? The ranking, best first, is version i, version ii.



Version i
Formula: C11H21NO2S
Source: OMol25
Level of theory: ωB97M-V with the def2-TZVPD basis set

- SMILES: CCC/C=C/[C@H]([C@@H](S)CCCC)[N+](=O)[O-]
- Highest occupied orbital energy: -9.07 eV
- Gap between HOMO and LUMO: 9.0095 eV
- LUMO energy: -0.0024 Eh

```
! RIJCOSX wB97M-V def2-TZVPD def2/J DEFGRID3
* xyz 0 1
C 5.094 0.592 0.852
C 4.907 -0.917 0.635
C 3.757 -1.087 -0.378
C 2.516 -0.446 0.158
C 1.785 0.423 -0.442
C 0.579 1.010 0.108
C -0.808 0.024 -0.729
S -0.385 -1.655 -0.817
C -2.037 0.384 0.160
C -3.196 -0.452 -0.124
C -4.601 0.175 0.138
C -5.653 -0.800 0.476
N 0.274 2.321 -0.186
O -0.509 2.957 0.457
O 0.774 2.699 -1.260
H 4.150 1.086 0.798
H 5.524 0.726 1.827
H 5.819 0.990 0.042
H 4.734 -1.370 1.575
H 5.648 -1.528 0.202
H 3.991 -0.436 -1.233
H 3.701 -2.117 -0.560
H 2.131 -0.931 1.134
H 2.097 1.112 -1.257
H 0.308 0.735 1.225
H -0.697 0.526 -1.664
H -1.183 -2.162 0.092
H -1.645 0.344 1.219
H -2.140 1.502 0.182
H -3.095 -1.478 0.393
H -3.109 -0.760 -1.276
H -4.573 0.888 1.019
H -4.777 0.808 -0.786
H -5.650 -1.692 -0.145
H -5.570 -1.013 1.508
H -6.645 -0.288 0.366
*
```



Version ii
Formula: C11H21NO2S
Source: OMol25
Level of theory: ωB97M-V with the def2-TZVPD basis set

- SMILES: N[C@H](CS)C[C@H]1CC[C@@H](CC(=O)O)CC1
- Highest occupied orbital energy: -8.86 eV
- Gap between HOMO and LUMO: 9.5819 eV
- LUMO energy: 0.0264 Eh

```
! RIJCOSX wB97M-V def2-TZVPD def2/J DEFGRID3
* xyz 0 1
N 0.265 -1.658 -2.958
C -0.833 -1.856 -2.047
C -1.955 -0.840 -2.434
S -3.618 -1.622 -2.172
C -0.588 -1.831 -0.557
C 0.568 -1.062 -0.025
C 0.574 -1.217 1.497
C 1.484 -0.207 2.284
C 1.214 1.219 1.784
C -0.184 1.782 2.007
C -0.379 3.277 1.779
O -1.373 3.780 1.171
O 0.717 3.926 2.034
C 1.640 1.237 0.320
C 0.623 0.432 -0.505
H 0.976 -2.384 -2.844
H -0.033 -1.656 -3.925
H -1.199 -2.890 -2.269
H -1.990 -0.078 -1.705
H -1.858 -0.322 -3.446
H -3.734 -2.359 -3.349
H -1.468 -1.444 -0.106
H -0.520 -2.814 -0.038
H 1.501 -1.506 -0.334
H 0.873 -2.190 1.817
H -0.415 -1.141 1.840
H 1.242 -0.210 3.327
H 2.488 -0.416 2.160
H 1.878 1.792 2.343
H -0.309 1.777 3.108
H -1.061 1.289 1.505
H 0.502 4.769 1.691
H 1.707 2.296 -0.074
H 2.642 0.764 0.209
H -0.307 0.895 -0.533
H 0.930 0.468 -1.555
*
```



Which is most stable? The ranking, best first, is version ii, version i.